The molecule H2N2O2S at a distorted geometry. Source: the OMol25 dataset; level of theory: ωB97M-V/def2-TZVPD.

Positions of all 7 atoms, in Å:
N -0.16372 0.16092 0.55046
O 1.10539 0.51186 0.96694
N 2.01395 1.26950 0.12262
O 1.71538 1.14904 -1.04788
S 3.34720 1.95039 0.81408
H -0.17199 -0.15667 -0.41395
H -0.79379 0.89045 0.74787

SMILES string: NO[N+]([O-])=S
Electronic energy (Eh): -659.1885
Lowest unoccupied orbital energy (spin up / spin down) (eV): -1.04 / -1.04
ΔE to the lowest compared entry with this formula, charge and spin (kcal/mol): 72.4
Kohn-Sham gap (spin up / spin down) (eV): 8.673 / 8.673

---

A cluster of 2 separate species, H2N2O2S in total at a distorted geometry. Source: the OMol25 dataset; level of theory: ωB97M-V/def2-TZVPD.

Positions of all 7 atoms, in Å:
N 0.15214 -0.55595 0.29866
N 1.05354 0.22257 -0.18480
O 2.05173 -0.32510 -0.65325
O 0.88844 1.42637 -0.06780
S -1.98873 0.18837 -0.41513
H 0.39935 -1.59104 0.28845
H -2.55647 0.63477 0.73387

Electronic energy (Eh): -659.1165
2S+1: 3
Lowest unoccupied orbital energy (spin up / spin down) (eV): 0.36 / -3.80
ΔE to the lowest compared entry with this formula, charge and spin (kcal/mol): 81.0
Kohn-Sham gap (spin up / spin down) (eV): 10.165 / 6.210

---

A cluster of 2 separate species, H2N2O2S2 in total at a distorted geometry. Source: the OMol25 dataset; level of theory: ωB97M-V/def2-TZVPD.

Positions of all 8 atoms, in Å:
N 0.95687 2.34995 -0.95306
N 1.33118 -0.13998 0.15006
O -1.06451 -1.53103 -0.05392
O -2.69969 0.10628 0.55820
S 1.18017 1.57733 0.25061
S -2.32667 -0.91959 -0.36854
H 1.68962 -0.79017 -0.50313
H 0.93303 -0.65280 0.91977

Electronic energy (Eh): -1057.4763
Lowest unoccupied orbital energy (eV): -1.44
ΔE to the lowest compared entry with this formula, charge and spin (kcal/mol): 8.5
Kohn-Sham gap (eV): 8.122

---

A cluster of 2 separate species, H2N2O2S2 in total at a distorted geometry. Source: the OMol25 dataset; level of theory: ωB97M-V/def2-TZVPD.

Positions of all 8 atoms, in Å:
N -0.08730 0.46156 -2.42726
N 0.36171 -0.46808 -0.07302
O 3.57253 -1.18448 1.03004
O 3.51659 -0.04294 -1.01177
S 0.81712 -0.50539 -1.80037
S 4.10803 -0.10580 0.32041
H -0.04751 0.38347 0.27891
H 1.27126 -0.62203 0.34066

Electronic energy (Eh): -1057.4055
2S+1: 3
Lowest unoccupied orbital energy (spin up / spin down) (eV): -1.76 / -1.76
Kohn-Sham gap (spin up / spin down) (eV): 5.338 / 8.507

---

The molecule H2N2O3 at a distorted geometry. Source: the OMol25 dataset; level of theory: ωB97M-V/def2-TZVPD.

Positions of all 7 atoms, in Å:
O -0.48619 -1.01694 1.53978
N 0.05810 -0.58243 0.50340
O 1.01114 -1.07214 -0.08249
N -0.42504 0.56551 0.06426
O 0.27352 1.02848 -1.01874
H -1.37107 0.72667 0.00139
H 0.93954 0.35085 -1.00760

SMILES string: O=[N+]([O-])NO
Electronic energy (Eh): -336.2439
Lowest unoccupied orbital energy (spin up / spin down) (eV): 0.02 / 0.02
ΔE to the lowest compared entry with this formula, charge and spin (kcal/mol): 13.3
Kohn-Sham gap (spin up / spin down) (eV): 10.563 / 10.564

---

A cluster of 2 separate species, H2N2O3 in total at a distorted geometry. Source: the OMol25 dataset; level of theory: ωB97M-V/def2-TZVPD.

Positions of all 7 atoms, in Å:
N 0.48342 0.63262 3.12966
N -0.01709 0.23515 2.22624
O -0.55667 -0.18148 1.30100
O 0.35764 -0.14380 -2.30826
O -0.18575 -0.42593 -1.02449
H 1.02823 0.52449 -2.11366
H -1.10979 -0.64105 -1.21048

SMILES string: N#[N+][O-].OO
Electronic energy (Eh): -336.2581
Lowest unoccupied orbital energy (eV): 1.02
ΔE to the lowest compared entry with this formula, charge and spin (kcal/mol): 4.4
Kohn-Sham gap (eV): 11.094

---

A cluster of 2 separate species, H2N2O3S in total at a distorted geometry. Source: the OMol25 dataset; level of theory: ωB97M-V/def2-TZVPD.

Positions of all 8 atoms, in Å:
N 0.24905 0.35658 0.44678
N -0.85072 1.01000 0.59508
O -0.78864 1.96249 -1.05465
O -3.15881 0.05219 0.98899
O -2.12506 -0.69876 -1.12069
S -2.55002 0.43476 -0.27708
H 0.66194 0.50293 -0.49946
H 0.77582 0.09292 1.40770

Electronic energy (Eh): -734.3193
Lowest unoccupied orbital energy (spin up / spin down) (eV): -2.67 / -3.03
ΔE to the lowest compared entry with this formula, charge and spin (kcal/mol): 139.4
Kohn-Sham gap (spin up / spin down) (eV): 7.129 / 7.351

---

The molecule H2N2O3S at a distorted geometry. Source: the OMol25 dataset; level of theory: ωB97M-V/def2-TZVPD.

Positions of all 8 atoms, in Å:
N -0.62960 -0.33649 -1.32373
N 0.44894 0.71269 1.02206
O -0.67571 0.44807 1.42489
O 1.29358 1.39992 1.49614
O 0.90197 -1.80541 0.07672
S 0.82145 -0.55223 -0.52181
H -0.67776 0.67608 -1.43399
H -1.48287 -0.54264 -0.74027

Electronic energy (Eh): -734.4800
Lowest unoccupied orbital energy (eV): -0.04
ΔE to the lowest compared entry with this formula, charge and spin (kcal/mol): 38.5
Kohn-Sham gap (eV): 9.863

---

A cluster of 2 separate species, H2N2O3S in total at a distorted geometry. Source: the OMol25 dataset; level of theory: ωB97M-V/def2-TZVPD.

Positions of all 8 atoms, in Å:
N 0.58400 -0.41731 0.55986
N -2.15898 0.25966 -0.79540
O -1.33832 -0.28873 -1.52314
O -1.75199 0.57758 0.37634
O 3.05681 0.09078 0.12162
S 1.85349 0.39663 0.87662
H -0.61728 0.32720 0.67138
H 0.37228 -0.94581 -0.28729

Electronic energy (Eh): -734.4726
Lowest unoccupied orbital energy (eV): -2.03
ΔE to the lowest compared entry with this formula, charge and spin (kcal/mol): 43.2
Kohn-Sham gap (eV): 7.761

---

The molecule H2N2O3S at a distorted geometry. Source: the OMol25 dataset; level of theory: ωB97M-V/def2-TZVPD.

Positions of all 8 atoms, in Å:
N -1.65902 -0.02336 -0.12857
N 1.91114 -0.08700 -0.03186
O -0.11803 -0.86279 1.55479
O 2.87075 0.29201 -0.61663
O 0.75833 0.55937 -0.33293
S -0.43999 0.34577 0.92528
H -1.34989 -0.88154 -0.52683
H -1.97328 0.65753 -0.84326

Electronic energy (Eh): -734.4915
Lowest unoccupied orbital energy (eV): 0.18
ΔE to the lowest compared entry with this formula, charge and spin (kcal/mol): 31.3
Kohn-Sham gap (eV): 10.459

---

A structure of composition H2N2O3S at a distorted geometry. Source: the OMol25 dataset; level of theory: ωB97M-V/def2-TZVPD.

Positions of all 8 atoms, in Å:
N -1.26887 0.48200 -0.13443
N 0.49417 -0.76841 -0.77912
O 1.32959 1.23189 0.58608
O 0.63702 -0.75995 1.83318
O -0.49646 0.05759 -1.28140
S 0.49065 0.08208 0.69584
H -1.57464 1.43774 -0.15369
H 0.38854 -1.76295 -0.76645

Electronic energy (Eh): -734.4170
Lowest unoccupied orbital energy (eV): -0.08
ΔE to the lowest compared entry with this formula, charge and spin (kcal/mol): 78.1
Kohn-Sham gap (eV): 9.911

---

The molecule H2N2P2 at a distorted geometry. Source: the OMol25 dataset; level of theory: ωB97M-V/def2-TZVPD.

Positions of all 6 atoms, in Å:
H -1.44866 -1.58216 0.46315
P -2.01272 -0.29597 -0.01589
N -0.91481 0.76465 -0.00093
P 1.05973 0.34345 0.00331
N 2.00428 -0.83801 -0.04871
H 1.31219 1.60804 -0.40093

SMILES string: [H]/P=N\[PH]#N
Electronic energy (Eh): -793.2594
Lowest unoccupied orbital energy (eV): -1.31
ΔE to the lowest compared entry with this formula, charge and spin (kcal/mol): 86.9
Kohn-Sham gap (eV): 8.103

---

The molecule H2N2S at a distorted geometry. Source: the OMol25 dataset; level of theory: ωB97M-V/def2-TZVPD.

Positions of all 5 atoms, in Å:
N 0.60260 0.16743 -0.34246
N -0.73580 0.22421 0.16930
S 0.11773 -1.06688 0.72349
H 1.33019 0.63113 0.16834
H -1.31473 0.04411 -0.71867

Electronic energy (Eh): -508.6783
2S+1: 3
Lowest unoccupied orbital energy (spin up / spin down) (eV): 0.91 / -2.01
ΔE to the lowest compared entry with this formula, charge and spin (kcal/mol): 0.0
Kohn-Sham gap (spin up / spin down) (eV): 6.837 / 7.979

---

A cluster of 2 separate species, H2N3 in total at a distorted geometry. Source: the OMol25 dataset; level of theory: ωB97M-V/def2-TZVPD.

Positions of all 5 atoms, in Å:
N -1.88555 -0.12898 -0.05014
N -0.79232 0.02630 -0.01806
N 0.39909 0.20653 0.11344
H 1.36031 -1.11502 0.18930
H 0.91847 1.01118 -0.23454

Electronic energy (Eh): -164.9945
Lowest unoccupied orbital energy (eV): -8.25
Total charge: +1
ΔE to the lowest compared entry with this formula, charge and spin (kcal/mol): 51.7
Kohn-Sham gap (eV): 9.781

---

The ion H2N3O2 with charge -1 at a distorted geometry. Source: the OMol25 dataset; level of theory: ωB97M-V/def2-TZVPD.

Positions of all 7 atoms, in Å:
O 0.22120 -2.16767 -1.01842
N 0.64915 -1.24055 -0.16495
N -0.02273 -0.17795 -0.21297
N -0.16841 0.77851 0.80676
O -0.65013 1.93095 0.37283
H -0.76543 -0.12140 -0.87475
H 0.73636 0.99811 1.09150

SMILES string: O=NNN[O-]
Electronic energy (Eh): -315.7954
Lowest unoccupied orbital energy (spin up / spin down) (eV): 5.30 / 5.30
Total charge: -1
ΔE to the lowest compared entry with this formula, charge and spin (kcal/mol): 71.3
Kohn-Sham gap (spin up / spin down) (eV): 7.493 / 7.491

---

The ion H2N3O2S with charge -1 at a distorted geometry. Source: the OMol25 dataset; level of theory: ωB97M-V/def2-TZVPD.

Positions of all 8 atoms, in Å:
O -1.13563 -1.48937 -1.85059
N -0.84410 -0.51785 -1.09162
N 0.01577 -0.72080 -0.12363
O 0.52542 -1.84191 0.32048
N 0.08515 0.31686 0.74547
S 1.05472 1.89572 0.40089
H 0.37841 0.08272 1.71997
H -0.07973 2.27463 -0.12097

SMILES string: O=NN([O-])NS
Electronic energy (Eh): -713.9861
Lowest unoccupied orbital energy (eV): 3.33
Total charge: -1
ΔE to the lowest compared entry with this formula, charge and spin (kcal/mol): 63.5
Kohn-Sham gap (eV): 6.173

---

A structure of composition H2N3O3 at a distorted geometry. Source: the OMol25 dataset; level of theory: ωB97M-V/def2-TZVPD.

Positions of all 8 atoms, in Å:
N -0.25783 1.37021 0.43138
N -0.97309 0.45413 0.62656
N 1.51659 0.08360 -0.03823
O 2.42164 0.33086 -0.78804
O 1.32476 -1.03662 0.48679
O -2.04043 -0.12987 -0.68473
H -0.70488 -0.49931 1.01519
H -1.28676 -0.57301 -1.04891

Electronic energy (Eh): -391.0320
Lowest unoccupied orbital energy (eV): 4.67
Total charge: -1
ΔE to the lowest compared entry with this formula, charge and spin (kcal/mol): 104.7
Kohn-Sham gap (eV): 8.280

---

A cluster of 2 separate species, H2N4 in total at a distorted geometry. Source: the OMol25 dataset; level of theory: ωB97M-V/def2-TZVPD.

Positions of all 6 atoms, in Å:
N 0.49871 0.64682 2.03342
N 0.28444 -0.69376 1.97970
N 0.60557 0.66097 0.62952
N 0.42117 -0.87378 0.67878
H 1.33690 1.12909 0.17413
H -0.28320 1.73661 0.38860

Electronic energy (Eh): -219.9749
Lowest unoccupied orbital energy (eV): -1.12
ΔE to the lowest compared entry with this formula, charge and spin (kcal/mol): 137.6
Kohn-Sham gap (eV): 8.093

---

The molecule H2N4 at a distorted geometry. Source: the OMol25 dataset; level of theory: ωB97M-V/def2-TZVPD.

Positions of all 6 atoms, in Å:
H 1.36861 -2.10082 -0.46821
N 0.52109 -1.52841 -0.50204
N 0.43850 -0.33393 -0.11925
N -0.25951 0.53345 0.27833
N -0.80501 1.59034 -0.03905
H -1.26369 1.83938 0.85022

SMILES string: [H]/N=N/N=N/[H]
Electronic energy (Eh): -220.0530
Lowest unoccupied orbital energy (eV): 0.54
ΔE to the lowest compared entry with this formula, charge and spin (kcal/mol): 88.6
Kohn-Sham gap (eV): 9.528

---

A structure of composition H2N4O2S at a distorted geometry. Source: the OMol25 dataset; level of theory: ωB97M-V/def2-TZVPD.

Positions of all 9 atoms, in Å:
N -0.67701 0.19535 0.95742
N -1.53399 0.76433 0.41309
N 0.73289 -0.31201 -0.22890
N -1.73619 1.04413 -0.77084
O 2.97638 -1.40543 -0.27878
O 2.03419 -1.29977 1.89091
S 1.89599 -1.01225 0.48688
H -1.06081 0.68288 -1.40717
H -2.63145 1.34277 -1.06260

Electronic energy (Eh): -768.7080
Lowest unoccupied orbital energy (eV): -0.13
Kohn-Sham gap (eV): 9.509